w | Molecular formula: C7H10O
Method: DFT, wB97M-V/def2-TZVPD

Last column: Mulliken charge in e.
Cartesian coordinates (Å):
C -2.27418 0.64964 -0.23077  -1.320
C -1.22459 -0.48656 -0.07398  0.427
O -1.38813 -0.99493 1.17782  -0.547
C 0.20072 -0.05051 -0.46736  0.328
C 1.32736 -1.07617 -0.44167  -1.213
C 2.40365 -0.55033 0.09445  -0.036
C 2.12989 0.80830 0.55844  -0.765
C 0.80225 1.05112 0.38123  -0.418
H -2.96952 0.28445 -1.04630  0.314
H -2.80687 0.95518 0.67800  0.299
H -1.86163 1.45503 -0.77591  0.391
H -1.70753 -1.28872 -0.71689  0.212
H -0.61497 -1.26863 1.63697  0.318
H 0.24184 0.32991 -1.52451  0.401
H 1.37358 -2.01560 -0.83007  0.469
H 3.26673 -1.27302 0.11953  0.324
H 2.83796 1.54834 0.72716  0.431
H 0.26344 1.92247 0.73385  0.384

Results
- highest occupied orbital energy (eV) = -8.7
- E_LUMO (eV) = 0.844
- SMILES = C[C@H](O)C1C=CC=C1



x | Molecular formula: C7H10O
Method: DFT, wB97M-V/def2-TZVPD

Last column: Mulliken charge in e.
Cartesian coordinates (Å):
C 0.40899 1.53041 -0.71298  -1.179
C 1.07193 -0.87418 0.26278  -0.857
C 0.24080 0.36804 0.33082  0.728
C -0.91521 1.15793 -1.16078  -0.213
C 2.21722 -0.69512 1.24148  0.058
C -1.06858 0.16493 -0.26493  -0.083
C -2.24334 -0.71750 -0.04172  -1.382
O 2.30694 -1.29616 2.26625  -0.474
H 0.68115 2.50009 -0.48971  0.379
H 1.15647 1.33966 -1.45289  0.259
H 0.51109 -1.66711 0.53496  0.445
H 1.58240 -0.96009 -0.68481  0.316
H 0.14341 0.76399 1.44024  0.393
H -1.60680 1.40649 -2.11112  0.225
H 2.85240 0.07211 0.79750  0.311
H -1.96417 -1.72248 -0.22719  0.387
H -2.96638 -0.55780 -0.78066  0.377
H -2.40831 -0.81322 1.05276  0.311

Results
- highest occupied orbital energy (eV) = -9.0
- E_LUMO (eV) = 1.001



Quick ranking, most stable first: w, x.



w | Molecular formula: CH2FPSi
Method: DFT, wB97M-V/def2-TZVPD

Last column: Mulliken charge in e.
Cartesian coordinates (Å):
C 0.42564 0.29534 0.80613  0.124
F 1.01149 -0.47673 1.79291  -0.225
Si -0.34493 -0.48638 -0.69119  0.236
P 0.34084 1.97347 0.78043  -0.084
H 0.32955 -0.49778 -1.97827  -0.023
H -1.76259 -0.80793 -0.71000  -0.027

Results
- highest occupied orbital energy (spin up / spin down) (eV) = -8.2 / -8.0
- E_LUMO (spin up / spin down) (eV) = -1.251 / -1.320



x | Molecular formula: CH2FPSi
Method: DFT, wB97M-V/def2-TZVPD

Last column: Mulliken charge in e.
Cartesian coordinates (Å):
F 0.95845 3.22919 -0.48142  -0.193
C 0.60326 2.30523 0.39478  0.307
P 0.09623 2.03327 1.91410  -0.186
Si 0.04090 0.49668 0.26494  0.154
H -1.33199 0.47040 -0.19197  -0.041
H 1.19824 -0.38865 0.34058  -0.042

Results
- highest occupied orbital energy (eV) = -8.7
- E_LUMO (eV) = 0.410
- SMILES = FC1=P[SiH2]1



Quick ranking, most stable first: x, w.



w | Molecular formula: C2H6N4OS
Method: DFT, wB97M-V/def2-TZVPD

Last column: Mulliken charge in e.
Cartesian coordinates (Å):
H -1.59831 -0.29948 -1.10381  0.289
N -1.69917 -1.38171 -1.29029  -0.686
C -1.26652 -2.04041 -0.18157  0.168
N -0.56969 -1.25243 0.84296  -0.218
S -0.64514 0.39862 0.85923  -0.187
C 0.91843 1.02461 0.43573  0.476
N 1.38156 2.10722 1.04175  -0.702
H 0.95612 2.31293 1.91812  0.274
N 1.59735 0.42396 -0.64994  -0.218
O 0.82923 0.35935 -1.81149  -0.432
H -1.32343 -3.18035 -0.02229  0.293
H -0.19645 -1.83293 1.62562  0.241
H 2.28417 1.18824 -0.76230  0.338
H 0.68467 -0.62556 -2.04738  0.363

Results
- highest occupied orbital energy (eV) = -9.4
- E_LUMO (eV) = 0.528
- SMILES = [H]/N=C\NS/C(=N\[H])NO



x | Molecular formula: C2H6N4OS
Method: DFT, wB97M-V/def2-TZVPD

Last column: Mulliken charge in e.
Cartesian coordinates (Å):
N 0.71428 2.45717 0.52993  -0.851
N 0.13441 1.18017 0.52680  0.327
C -0.96387 1.08630 -0.32603  -0.085
N -2.03530 0.25865 -0.29183  -0.400
O -1.65436 -0.71507 0.64342  -0.354
C 0.98988 0.06232 0.87361  -0.072
N 1.30993 -1.01473 0.29435  -0.297
S 0.85510 -1.68574 -1.02807  -0.158
H 1.31693 2.54626 -0.43747  0.270
H 0.14607 3.35280 0.60133  0.289
H -1.15867 2.08938 -0.78608  0.357
H -2.29848 -1.55743 0.50032  0.347
H 1.20856 0.21305 1.89151  0.435
H -0.68042 -1.01229 -1.16809  0.192

Results
- highest occupied orbital energy (eV) = -8.0
- E_LUMO (eV) = 0.505
- SMILES = NN(/C=N\O)/C=N\S



y | Molecular formula: C2H6N4OS
Method: DFT, wB97M-V/def2-TZVPD

Last column: Mulliken charge in e.
Cartesian coordinates (Å):
N -2.45994 -1.54522 0.01737  -0.783
N -2.40789 -0.16479 -0.02078  0.082
C -1.22560 0.57154 0.00120  0.606
O -1.21748 1.77610 -0.09277  -0.670
N -0.09619 -0.25888 0.14020  -0.162
C 1.20408 0.15802 0.03929  0.152
N 1.35048 1.48083 0.10993  -0.339
S 2.49657 -0.89533 -0.06749  -0.394
H -2.07095 -1.92743 -0.79002  0.261
H -2.02379 -1.91995 0.86497  0.290
H -3.26512 0.26671 -0.21493  0.212
H -0.20682 -1.25577 0.05944  0.273
H 2.25682 1.84564 -0.01037  0.174
H 0.52850 2.14636 -0.05702  0.299

Results
- highest occupied orbital energy (eV) = -8.6
- E_LUMO (eV) = 0.532
- SMILES = NNC(=O)NC(N)=S



Quick ranking, most stable first: y, w, x.



w | Molecular formula: C2H6N4OS
Method: DFT, wB97M-V/def2-TZVPD

Last column: Mulliken charge in e.
Cartesian coordinates (Å):
C 0.82856 0.17086 0.04436  0.554
C -2.50041 -0.17543 0.53495  -0.077
H 3.14362 1.16753 -0.58682  0.374
H 2.24616 -1.00110 -0.95576  0.274
H -0.17429 1.80361 -0.39310  0.222
H 0.00115 -1.67886 0.33691  0.231
H -1.60186 -0.48819 -1.25656  0.215
H -2.21751 -0.11876 1.64972  0.281
N 2.01865 -0.51910 0.01232  -0.414
N 0.73946 1.41849 -0.15869  -0.587
N -0.22922 -0.77146 0.25506  -0.119
N -1.46424 -0.67095 -0.31471  -0.239
O 3.13245 0.42051 0.66665  -0.422
S -3.92251 0.44287 0.16566  -0.293

Results
- highest occupied orbital energy (eV) = -8.9
- E_LUMO (eV) = -0.339



x | Molecular formula: C2H6N4OS
Method: DFT, wB97M-V/def2-TZVPD

Last column: Mulliken charge in e.
Cartesian coordinates (Å):
H -2.82369 -0.29777 0.10671  0.316
N -2.79710 0.67161 -0.24362  -0.635
C -1.59985 1.05803 -0.32246  0.033
N -0.45383 0.27152 0.02224  0.241
N -0.73926 -1.03685 0.42808  -0.709
C 0.81279 0.79334 0.03063  0.295
S 1.18052 2.40210 0.01099  -0.399
N 1.84421 -0.12738 0.18590  -0.182
O 1.77802 -1.26340 -0.64563  -0.457
H -1.34859 2.04564 -0.66202  0.319
H -0.30228 -1.70849 -0.24113  0.277
H -0.34440 -1.17130 1.35106  0.245
H 2.73623 0.35010 0.04693  0.302
H 2.05722 -1.98716 -0.06768  0.354

Results
- highest occupied orbital energy (eV) = -8.9
- E_LUMO (eV) = 0.051
- SMILES = [H]/N=C\N(N)C(=S)NO



Quick ranking, most stable first: x, w.